1.
Here is a structure of composition C23H34AlF4N4O7P2Si4 at a distorted geometry from the Open Molecules 2025 dataset. Energies are from ωB97M-V with the def2-TZVPD basis set.

Last column: Löwdin charge in e.
Positions of all 79 atoms, in Å:
Al (0.727760, 0.422740, 1.036601)  -0.134
C (2.471721, 4.746236, 2.452354)  -0.028
C (1.856990, 3.457792, 1.918848)  -0.577
O (1.179157, 3.627296, 0.683563)  -0.044
P (3.123751, 2.189967, 1.583283)  0.566
O (4.309884, 2.730826, 0.723443)  -0.024
O (3.790959, 1.837178, 2.935436)  -0.068
O (2.452975, 1.008186, 0.887413)  -0.205
P (0.781395, 2.625409, 3.156221)  0.435
O (-0.324301, 3.722232, 3.354583)  -0.058
O (1.590597, 2.242867, 4.338808)  -0.255
O (0.158867, 1.435201, 2.383683)  -0.204
H (3.156290, 5.166890, 1.717259)  0.096
H (3.009537, 4.575636, 3.384657)  0.098
H (1.675559, 5.464422, 2.647201)  0.100
H (0.371716, 4.153143, 0.825874)  0.071
H (4.117464, 2.874653, -0.213868)  0.128
H (3.130249, 1.919921, 3.691846)  0.076
H (-1.004127, 3.609163, 4.029943)  0.121
F (-2.367854, 0.240954, -2.603227)  0.086
C (-3.136304, 1.282073, -2.978203)  -0.136
C (-3.975328, 1.110670, -4.049149)  -0.140
F (-3.975509, -0.078566, -4.643353)  0.128
C (-4.815309, 2.145126, -4.512864)  -0.034
C (-4.741879, 3.342502, -3.768195)  -0.135
C (-3.893318, 3.498143, -2.694760)  -0.144
F (-3.883926, 4.674171, -2.066743)  0.128
C (-3.047616, 2.473450, -2.255706)  -0.028
C (-2.145035, 2.627477, -1.134267)  -0.133
C (-1.213441, 1.716981, -0.761518)  -0.072
N (-0.335482, 1.074148, -0.320057)  0.210
C (-2.060912, 3.756770, -0.276762)  -0.181
N (-1.852236, 4.596154, 0.484550)  0.183
F (-5.503931, 4.375355, -4.098270)  0.142
C (-5.656299, 1.996884, -5.653870)  -0.112
C (-6.485562, 3.032076, -6.142211)  -0.173
N (-7.178905, 3.834536, -6.591432)  0.215
C (-5.710585, 0.805381, -6.413520)  -0.175
N (-5.783488, -0.139540, -7.068252)  0.209
C (-2.296017, -2.079679, -0.667776)  -0.195
Si (-0.659822, -2.877165, -1.088179)  0.397
C (-0.058474, -2.459547, -2.809473)  -0.211
C (-0.696258, -4.724640, -0.783500)  -0.197
Si (1.075414, -1.823799, 0.189368)  0.679
Si (3.337080, -2.529786, 0.213341)  0.379
C (3.358939, -4.369837, -0.134108)  -0.205
C (4.201593, -2.134535, 1.824093)  -0.194
C (4.075094, -1.573895, -1.226783)  -0.206
Si (0.366289, -1.729223, 2.784738)  0.507
C (0.601046, -3.594921, 2.616498)  -0.206
C (-1.451810, -1.382436, 3.003855)  -0.172
C (1.519796, -1.100048, 4.101404)  -0.154
H (-3.044385, -2.353776, -1.414314)  0.050
H (-2.228429, -0.995129, -0.649480)  0.003
H (-2.659435, -2.421809, 0.298656)  0.021
H (-0.769191, -2.838389, -3.548065)  0.046
H (0.911489, -2.912367, -3.021190)  0.031
H (0.025277, -1.382825, -2.954861)  0.028
H (-1.396795, -5.176980, -1.490081)  0.047
H (-1.037600, -4.983138, 0.215877)  0.022
H (0.277724, -5.190100, -0.936366)  0.029
H (2.877402, -4.944487, 0.656915)  0.027
H (4.392447, -4.713658, -0.209383)  0.044
H (2.860631, -4.608951, -1.073547)  0.028
H (3.775001, -2.676747, 2.666747)  0.023
H (4.187699, -1.070908, 2.061341)  0.021
H (5.244740, -2.446403, 1.728581)  0.049
H (3.951154, -2.117955, -2.163490)  0.036
H (5.145229, -1.426347, -1.064037)  0.041
H (3.619795, -0.591988, -1.349674)  0.016
H (0.004775, -4.051889, 1.840904)  0.000
H (0.273423, -4.047747, 3.562666)  0.063
H (1.637401, -3.889021, 2.474625)  0.016
H (-2.036524, -2.037809, 2.365989)  0.023
H (-1.739145, -0.354656, 2.785133)  0.032
H (-1.713229, -1.580317, 4.046150)  0.056
H (2.561380, -1.243482, 3.825144)  0.022
H (1.314739, -1.691015, 4.997335)  0.061
H (1.378060, -0.047108, 4.335613)  0.012

Atoms 1-3, force components in eV/Å:
Al 0.249 1.000 -0.393
C 0.014 0.015 0.096
C -0.036 -0.026 -0.131

Computed properties:
Molar mass, u: 755.81
Net charge: +1
2S+1: 1
Highest occupied orbital energy (alpha / beta), eV: -10.12 / -11.04
Total energy, eV: -112252.70095

***

2.
Here is a structure of composition C23H34AsN3O7SeSi3V at a distorted geometry from the Open Molecules 2025 dataset. Energies are from ωB97M-V with the def2-TZVPD basis set.

Last column: Löwdin spin population.
Positions of all 73 atoms, in Å:
V (-0.315800, 0.094600, -0.048000)  1.162
O (-4.738000, -3.662800, 1.569200)  -0.016
C (-3.710800, -2.830000, 1.188000)  -0.044
C (-3.702400, -2.235200, -0.070000)  0.004
C (-2.650600, -1.404400, -0.418100)  -0.037
N (-1.634600, -1.158700, 0.425400)  -0.034
C (-1.646700, -1.716500, 1.646300)  -0.037
C (-2.657300, -2.561500, 2.067800)  0.006
C (-0.382600, -1.360300, 2.411900)  -0.006
O (-0.162900, -1.858200, 3.515800)  -0.012
O (0.369200, -0.575500, 1.762900)  0.018
C (-2.532000, -0.601400, -1.680900)  -0.003
O (-3.370500, -0.700300, -2.585400)  0.000
O (-1.509300, 0.154900, -1.682400)  0.007
H (-5.366100, -3.697200, 0.837100)  0.000
H (-4.495700, -2.405600, -0.787200)  0.001
H (-2.612000, -2.999600, 3.052100)  0.001
O (3.952900, 1.229600, -0.558500)  -0.004
C (2.736300, 1.016000, -0.615500)  -0.002
O (2.154300, -0.071300, -0.337700)  0.008
C (1.813600, 2.086200, -1.133700)  -0.005
C (2.311000, 3.155000, -1.863000)  0.000
C (1.439000, 4.086800, -2.391300)  -0.009
C (0.074800, 3.900900, -2.142500)  -0.001
C (-0.335700, 2.814700, -1.398800)  -0.005
N (0.500900, 1.896400, -0.898100)  -0.002
H (3.380500, 3.215200, -2.001300)  0.000
H (1.797600, 4.933300, -2.961700)  -0.001
H (-0.656600, 4.599300, -2.525900)  0.000
H (-1.387900, 2.665000, -1.188900)  0.000
C (0.343700, -5.730900, -2.748200)  0.000
Si (-0.285300, -4.090600, -1.880300)  -0.001
C (-1.896700, -3.836900, -2.914300)  -0.001
C (-0.802400, -4.774500, -0.145300)  0.000
As (0.761100, -1.961500, -1.320100)  -0.003
Si (2.851100, -2.744800, -0.500600)  0.000
C (2.540800, -3.051800, 1.362000)  0.000
C (3.245600, -4.526100, -1.190000)  0.000
C (4.546200, -1.887000, -0.805400)  0.000
Si (1.348400, -1.333300, -3.508100)  -0.002
C (-0.103700, -0.415400, -4.362400)  0.000
C (2.920100, -0.247400, -3.725400)  0.000
C (1.712900, -2.866600, -4.638800)  -0.001
H (-0.459500, -6.464100, -2.759600)  0.000
H (1.186900, -6.180000, -2.237800)  0.000
H (0.639400, -5.559100, -3.777700)  0.000
H (-2.688600, -4.503200, -2.583000)  0.000
H (-1.718400, -4.041200, -3.965700)  0.000
H (-2.275900, -2.824600, -2.832800)  0.000
H (-1.764800, -5.279200, -0.141900)  0.000
H (-0.864800, -3.947100, 0.559900)  0.000
H (-0.064800, -5.472900, 0.241100)  0.000
H (1.767800, -3.809700, 1.486000)  0.000
H (2.171800, -2.136400, 1.814000)  0.000
H (3.416500, -3.372900, 1.919400)  0.000
H (2.567600, -5.257000, -0.765600)  0.000
H (4.256600, -4.831200, -0.941600)  0.000
H (3.145600, -4.568500, -2.269700)  0.000
H (4.482000, -0.816400, -0.645300)  0.000
H (4.902600, -2.057700, -1.818000)  0.000
H (5.297800, -2.275500, -0.121900)  0.000
H (-0.296600, 0.523200, -3.848300)  0.000
H (-1.018200, -1.000400, -4.289500)  0.000
H (0.077600, -0.198800, -5.413900)  0.000
H (2.907600, 0.580400, -3.025500)  0.000
H (3.001100, 0.170300, -4.726400)  0.000
H (3.818300, -0.822600, -3.525600)  0.000
H (0.801400, -3.421700, -4.830800)  0.000
H (2.411500, -3.537900, -4.150000)  0.000
H (2.138800, -2.577700, -5.594400)  0.000
Se (-2.000500, 3.780300, 2.467000)  0.010
C (-1.531800, 2.341900, 1.605500)  0.014
N (-1.276100, 1.390000, 0.985400)  -0.001

Atoms 1-3, force components in eV/Å:
V 2.838 0.201 -0.865
O -0.031 -0.044 0.030
C 0.384 0.276 -0.010

Computed properties:
Molar mass, u: 753.62
Net charge: -2
2S+1: 2
Highest occupied orbital energy (alpha / beta), eV: -1.17 / 0.36
Total energy, eV: -218719.28372

***

3.
Here is a cluster of 3 separate species, C23H34BClF16O7S in total at a distorted geometry from the Open Molecules 2025 dataset. Energies are from ωB97M-V with the def2-TZVPD basis set.

Last column: Löwdin charge in e.
Positions of all 83 atoms, in Å:
C (1.967844, -3.000105, 0.051856)  -0.140
C (0.911607, -2.882570, -1.239644)  -0.222
C (0.936675, -1.316117, -1.825510)  -0.168
C (-0.592807, -0.866540, -2.155973)  -0.264
C (-0.619346, -0.351518, -3.730275)  -0.083
C (-1.307060, 0.149491, -1.096212)  -0.305
C (-2.693880, 0.701464, -1.855083)  -0.111
C (-3.722056, -0.483860, -2.305106)  -0.176
C (-4.707390, -1.036974, -1.086578)  -0.209
C (-5.712566, 0.105705, -0.475786)  -0.272
S (-7.459864, -0.616744, -0.250815)  0.496
O (-7.265839, -2.108211, 0.218057)  -0.420
O (-8.154418, -0.538457, -1.664065)  -0.431
Cl (-8.475273, 0.569009, 1.151233)  0.310
O (-1.785961, -0.478104, 0.151432)  -0.063
C (-0.699500, -0.753890, 1.097252)  -0.116
O (-1.060655, -1.131697, 2.354411)  -0.063
B (-0.444509, 1.564636, -0.825709)  -0.293
O (0.682391, 2.000913, -1.724443)  -0.004
C (-0.850366, 2.578050, 0.447604)  -0.150
C (0.524476, 2.842946, 1.300058)  -0.124
H (2.339942, -4.128553, 0.088068)  0.076
H (1.343771, -2.798074, 1.043599)  0.068
H (2.840401, -2.222034, 0.001207)  0.081
H (-0.146959, -3.170890, -0.785105)  0.110
H (1.166271, -3.657703, -2.078416)  0.107
H (1.505931, -0.693500, -1.021197)  0.098
H (1.602518, -1.367375, -2.798263)  0.121
H (-1.241700, -1.869393, -2.148599)  0.139
H (-0.204497, 0.733495, -3.872144)  0.083
H (-1.695919, -0.501560, -4.221935)  0.087
H (0.095435, -1.070241, -4.358955)  0.096
H (-3.251213, 1.335717, -1.010885)  0.130
H (-2.447385, 1.490041, -2.708267)  0.139
H (-4.472322, 0.010080, -3.092839)  0.133
H (-3.240921, -1.393466, -2.861452)  0.107
H (-4.131116, -1.559046, -0.213087)  0.124
H (-5.373571, -1.884401, -1.600086)  0.127
H (-5.745991, 1.067166, -1.173570)  0.127
H (-5.285258, 0.432698, 0.583084)  0.123
H (0.449603, -0.743660, 0.882609)  0.157
H (0.295533, 2.557972, -2.489091)  0.125
H (-1.375662, 3.540136, 0.037738)  0.093
H (-1.650970, 2.040184, 1.147337)  0.114
H (0.490255, 2.304567, 2.362871)  0.093
H (0.674124, 3.987545, 1.494184)  0.074
H (1.498031, 2.454116, 0.766729)  0.083
F (2.964970, -7.967559, 3.203253)  0.086
C (2.066742, -7.341536, 2.411582)  -0.291
F (2.481298, -7.547615, 1.132537)  0.089
C (1.967644, -5.849477, 2.709738)  -0.430
F (3.140897, -5.212516, 2.450889)  0.117
F (1.052917, -5.302677, 1.847240)  0.084
C (1.508911, -5.503127, 4.134413)  -0.050
O (2.544988, -5.186190, 5.068811)  0.033
C (3.158559, -6.306481, 5.704853)  -0.477
F (2.441776, -7.422801, 5.432384)  0.121
F (3.021542, -6.092547, 7.041504)  0.137
C (4.645594, -6.449313, 5.354831)  -0.264
F (4.831575, -6.591714, 4.017138)  0.086
F (5.183163, -7.552427, 5.939233)  0.094
H (1.095801, -7.834778, 2.526666)  0.176
H (0.923986, -4.578873, 4.053580)  0.153
H (0.802457, -6.237891, 4.538819)  0.147
H (5.212266, -5.573870, 5.682024)  0.176
F (0.743241, 6.200227, -0.268236)  0.083
C (-0.324447, 6.473573, -1.049765)  -0.281
F (-1.136181, 5.384583, -0.975807)  0.072
C (0.068701, 6.752550, -2.496335)  -0.428
F (0.635251, 5.660742, -3.076182)  0.121
F (-1.076554, 6.996463, -3.209438)  0.102
C (0.991230, 7.964953, -2.694104)  -0.053
O (2.387531, 7.678748, -2.818333)  0.033
C (3.094603, 7.536785, -1.587086)  -0.476
F (2.300381, 7.939686, -0.566758)  0.122
F (4.115172, 8.434893, -1.642062)  0.139
C (3.659987, 6.124892, -1.384378)  -0.263
F (2.677269, 5.187663, -1.396874)  0.084
F (4.283912, 6.014483, -0.181925)  0.096
H (-0.867832, 7.319533, -0.615782)  0.178
H (0.717378, 8.406106, -3.660181)  0.152
H (0.799090, 8.762467, -1.966400)  0.148
H (4.376351, 5.871797, -2.170087)  0.176

Atoms 1-3, force components in eV/Å:
C -0.901 -0.800 -0.207
C 0.370 0.441 1.159
C 0.013 -1.794 0.377

Computed properties:
Molar mass, u: 804.82
2S+1: 1
Highest occupied orbital energy, eV: -9.82
SMILES string: CCC[C@H](C)[C@@](CCCCS(=O)(=O)Cl)(OC=O)B(O)CC.FC(F)C(F)(F)COC(F)(F)C(F)F.FC(F)C(F)(F)COC(F)(F)C(F)F
Total energy, eV: -106240.35977